Entry 1:
C5H6O | ωB97M-V with the def2-TZVPD basis set

Results
HOMO-LUMO gap	9.624	eV
highest occupied orbital energy	-0.3119	Eh
molecular weight	82.10	u
total energy	-7328.9526	eV
SMILES string	Cc1ccco1

```
12
C5H6O, DFT ωB97M-V with the def2-TZVPD basis set
C -1.623 0.997 -0.065
C -0.491 0.026 0.020
O 0.055 -0.190 1.255
C 0.356 -0.434 -0.935
C 1.518 -0.914 -0.258
C 1.302 -0.714 1.061
H -2.621 0.625 0.185
H -1.652 1.414 -1.077
H -1.385 1.816 0.620
H 0.226 -0.377 -2.005
H 2.379 -1.366 -0.724
H 1.935 -0.884 1.925
```

These are the Löwdin partial charges, in e, on atoms 1 to 2: number 1, C, carries -0.02; number 2, C, carries -0.33

---

Entry 2:
C5H6O | ωB97M-V with the def2-TZVPD basis set

Results
HOMO-LUMO gap	10.096	eV
highest occupied orbital energy	-0.3417	Eh
molecular weight	82.10	u
total energy	-7326.1969	eV
SMILES string	C=C=O.C#CC

```
12
C5H6O, DFT ωB97M-V with the def2-TZVPD basis set
C 2.347 -0.051 -0.864
C 1.385 -0.788 -1.349
C -1.654 0.919 -0.804
C -1.470 0.401 0.259
C -1.286 -0.190 1.575
O 0.515 -1.510 -1.605
H 3.155 0.340 -1.426
H 1.996 0.419 0.031
H -1.448 1.563 -1.560
H -1.030 -1.303 1.528
H -0.336 0.323 1.951
H -2.173 -0.124 2.265
```

These are the Löwdin partial charges, in e, on atoms 1 to 2: number 1, C, carries 0.01; number 2, C, carries -0.29

---

Entry 3:
C5H6O | ωB97M-V with the def2-TZVPD basis set

Results
HOMO-LUMO gap	10.490	eV
highest occupied orbital energy	-0.3507	Eh
molecular weight	82.10	u
total energy	-7326.1647	eV
SMILES string	CC#C[C@H]1CO1

```
12
C5H6O, DFT ωB97M-V with the def2-TZVPD basis set
C -2.574 -0.013 0.174
C -1.236 -0.126 -0.375
C -0.061 0.055 -0.572
C 1.279 0.488 -0.248
C 2.330 -0.486 0.043
O 2.370 0.307 -1.133
H -3.126 -0.925 0.387
H -2.257 0.377 1.146
H -3.206 0.681 -0.391
H 1.298 1.442 0.283
H 2.122 -1.540 -0.130
H 3.061 -0.260 0.817
```

These are the Löwdin partial charges, in e, on atoms 1 to 2: number 1, C, carries -0.10; number 2, C, carries -0.08

---

Entry 4:
C5H6O | ωB97M-V with the def2-TZVPD basis set

Results
HOMO-LUMO gap	11.076	eV
highest occupied orbital energy	-0.3695	Eh
molecular weight	82.10	u
total energy	-7326.7543	eV
SMILES string	C#C[C@H](O)C=C

```
12
C5H6O, DFT ωB97M-V with the def2-TZVPD basis set
C 1.520 0.088 0.823
C 0.257 0.230 1.206
O -1.197 1.402 -0.245
C -0.910 0.103 0.255
C -0.689 -0.860 -0.843
C -0.549 -1.617 -1.769
H -0.338 1.775 -0.487
H 1.763 -0.269 -0.175
H 2.347 0.343 1.478
H 0.004 0.621 2.190
H -1.812 -0.203 0.794
H -0.441 -2.297 -2.585
```

These are the Löwdin partial charges, in e, on atoms 1 to 2: number 1, C, carries 0.02; number 2, C, carries -0.12

---

Entry 5:
C5H6O | ωB97M-V with the def2-TZVPD basis set

Results
HOMO-LUMO gap	10.133	eV
highest occupied orbital energy	-0.3389	Eh
molecular weight	82.10	u
total energy	-7327.9567	eV

```
12
C5H6O, DFT ωB97M-V with the def2-TZVPD basis set
O -1.775 2.621 0.045
C -0.644 2.510 0.119
C -1.140 -0.795 -0.729
C -0.534 -0.798 0.459
C 1.829 -0.281 -0.102
C 0.789 -0.201 0.728
H -2.103 -1.275 -0.878
H -0.693 -0.306 -1.592
H -1.036 -1.257 1.311
H 1.756 -0.820 -1.044
H 2.784 0.183 0.134
H 0.903 0.321 1.678
```

These are the Löwdin partial charges, in e, on atoms 1 to 2: number 1, O, carries 0.03; number 2, C, carries 0.02

---

Entry 6:
C5H6O | ωB97M-V with the def2-TZVPD basis set

Results
HOMO-LUMO gap	8.980	eV
highest occupied orbital energy	-0.2956	Eh
molecular weight	82.10	u
total energy	-7326.4764	eV

```
12
C5H6O, DFT ωB97M-V with the def2-TZVPD basis set
O -1.607 1.776 0.122
C -0.796 0.711 -0.013
C -0.911 -0.452 -0.678
C 0.234 -1.011 0.142
C 1.496 -0.327 -0.179
C 0.471 0.407 0.700
H -2.466 1.430 -0.161
H -1.298 -0.720 -1.654
H 0.106 -1.819 0.853
H 1.658 -0.014 -1.208
H 2.386 -0.658 0.356
H 0.728 0.677 1.719
```

These are the Löwdin partial charges, in e, on atoms 1 to 2: number 1, O, carries 0.08; number 2, C, carries -0.34

---

Entry 7:
C5H6O | ωB97M-V with the def2-TZVPD basis set

Results
HOMO-LUMO gap	10.574	eV
highest occupied orbital energy	-0.3562	Eh
molecular weight	82.10	u
total energy	-7327.7266	eV
SMILES string	C#CCC(C)=O

```
12
C5H6O, DFT ωB97M-V with the def2-TZVPD basis set
C -1.340 0.870 0.120
C -0.955 -0.526 -0.319
O -1.758 -1.430 -0.335
C 0.493 -0.793 -0.756
C 1.464 -0.225 0.179
C 2.197 0.185 1.042
H -2.429 0.918 0.178
H -0.963 1.640 -0.562
H -0.920 1.084 1.110
H 0.635 -0.405 -1.775
H 0.618 -1.879 -0.805
H 2.843 0.526 1.819
```

These are the Löwdin partial charges, in e, on atoms 1 to 2: number 1, C, carries -0.02; number 2, C, carries -0.44

---

Entry 8:
C5H6O | ωB97M-V with the def2-TZVPD basis set

Results
HOMO-LUMO gap	9.151	eV
highest occupied orbital energy	-0.3474	Eh
molecular weight	82.10	u
total energy	-7327.7236	eV
SMILES string	C=CC(=C)C=O

```
12
C5H6O, DFT ωB97M-V with the def2-TZVPD basis set
C 2.481 -0.186 0.133
C 1.220 -0.641 -0.153
C -0.011 0.166 -0.009
C -0.106 1.497 -0.080
C -1.264 -0.654 0.104
H 2.564 0.791 0.595
H 3.337 -0.860 -0.044
H 1.030 -1.599 -0.551
H -1.057 1.978 0.116
H 0.732 2.179 -0.343
H -1.197 -1.806 0.075
O -2.416 -0.222 0.024
```

These are the Löwdin partial charges, in e, on atoms 1 to 2: number 1, C, carries 0.04; number 2, C, carries -0.14

---

Entry 9:
C5H6O | ωB97M-V with the def2-TZVPD basis set

Results
HOMO-LUMO gap	9.241	eV
highest occupied orbital energy	-0.3184	Eh
molecular weight	82.10	u
total energy	-7324.3515	eV
SMILES string	C1=C2C[C@H]12.C=O

```
12
C5H6O, DFT ωB97M-V with the def2-TZVPD basis set
C -0.191 -1.531 -0.261
C -1.361 -1.177 -0.875
C -1.406 0.275 -0.315
C -0.665 -0.557 0.640
C 1.842 1.117 0.085
O 1.403 2.195 -0.230
H 0.468 -2.388 -0.227
H -2.372 0.692 -0.025
H -0.816 0.956 -0.925
H -1.017 -0.760 1.655
H 2.082 0.336 -0.663
H 2.034 0.841 1.141
```

These are the Löwdin partial charges, in e, on atoms 1 to 2: number 1, C, carries -0.10; number 2, C, carries 0.03

---

Entry 10:
C5H6O | ωB97M-V with the def2-TZVPD basis set

Results
HOMO-LUMO gap	8.963	eV
highest occupied orbital energy	-0.3155	Eh
molecular weight	82.10	u
total energy	-7324.2299	eV
SMILES string	C1=C2C[C@H]12.C=O

```
12
C5H6O, DFT ωB97M-V with the def2-TZVPD basis set
C 1.507 0.272 -0.215
C 1.627 -1.047 0.067
C 0.201 -1.308 0.587
C 0.472 0.129 0.760
C -1.489 0.934 -0.886
O -2.157 -0.062 -0.962
H 2.096 1.089 -0.613
H 0.094 -1.926 1.482
H -0.483 -1.576 -0.209
H 0.567 0.558 1.761
H -0.798 1.263 -1.699
H -1.637 1.674 -0.072
```

These are the Löwdin partial charges, in e, on atoms 1 to 2: number 1, C, carries -0.09; number 2, C, carries 0.03

---

Entry 11:
C5H6O | ωB97M-V with the def2-TZVPD basis set

Results
HOMO-LUMO gap (spin up / spin down)	8.145 / 8.146	eV
highest occupied orbital energy (spin up / spin down)	-0.3076 / -0.3076	Eh
molecular weight	82.10	u
total energy	-7325.9086	eV

```
12
C5H6O, DFT ωB97M-V with the def2-TZVPD basis set
C 1.799 -0.448 -0.711
C 0.579 -0.183 0.171
O 0.176 -0.930 1.143
C -0.323 0.784 -0.224
C -1.574 0.589 0.361
C -1.860 -0.535 1.027
H 2.770 -0.482 -0.207
H 1.851 0.321 -1.495
H 1.653 -1.407 -1.219
H -0.166 1.532 -0.977
H -2.298 1.388 0.300
H -2.608 -0.628 1.832
```

These are the Löwdin partial charges, in e, on atoms 1 to 2: number 1, C, carries -0.01; number 2, C, carries -0.43

---

Entry 12:
C5H6O | ωB97M-V with the def2-TZVPD basis set

Results
HOMO-LUMO gap	10.289	eV
highest occupied orbital energy	-0.3460	Eh
molecular weight	82.10	u
total energy	-7326.7930	eV
SMILES string	CC=C=CC=O

```
12
C5H6O, DFT ωB97M-V with the def2-TZVPD basis set
C -0.198 1.674 0.544
C 0.308 0.335 1.009
C -0.584 -1.429 -0.854
O -1.181 -0.859 -1.729
C 0.992 -0.488 0.238
C 0.933 -1.414 -0.679
H 0.570 2.444 0.655
H -0.503 1.636 -0.510
H -1.065 1.970 1.141
H 0.067 0.000 2.015
H -1.094 -1.877 0.026
H 1.689 -1.968 -1.232
```

These are the Löwdin partial charges, in e, on atoms 1 to 2: number 1, C, carries -0.08; number 2, C, carries -0.15